(1)
DFT (ωB97M-V/def2-TZVPD) results for a molecular structure, CH2Br2CrF5N2O6Te.

charge = 0
2S+1 = 2

The geometry in XYZ format:
```
20
Properties=species:S:1:pos:R:3:forces:R:3
Cr -0.00443 0.79561 0.16688 -0.2434 0.4312 -0.3051
Br -3.20542 -1.67801 1.38928 -0.0027 -0.0285 0.0431
C -3.51097 -0.42461 -0.01001 -0.0327 0.1184 -0.0701
Br -2.63659 1.29463 0.26230 -0.0435 -0.1273 0.0132
H -4.56759 -0.19991 -0.06746 -0.0059 -0.0271 -0.0170
H -3.12638 -0.82076 -0.93997 -0.0023 -0.0282 0.0083
O 0.84947 -0.51894 3.51293 0.0198 0.0331 -0.0652
N 0.97035 0.01516 2.47944 0.0960 -0.2089 0.3090
O -0.15547 -0.15858 1.67682 -0.0634 -0.0100 0.2801
F 2.53603 1.30830 -3.40934 0.2187 0.2157 -0.1220
Te 2.56829 1.30546 -1.57298 0.1920 -0.2602 -0.4150
F 4.09882 2.24409 -1.22196 0.0585 -0.0155 0.0055
F 0.04473 2.52937 0.31812 -0.1411 -0.1652 0.0453
F 3.66866 -0.16721 -1.82796 -0.1217 -0.1657 -0.0771
F 1.75400 2.95137 -1.69400 -0.1126 0.0777 0.0742
O 1.98364 0.63233 -0.00464 -0.0007 0.3141 0.3616
O -0.44509 -0.93995 -0.97045 0.3351 -0.2207 -0.0222
N 0.25690 -0.60274 -1.94988 -0.3572 0.3934 0.1682
O 0.75273 -1.30535 -2.75416 -0.1035 -0.0891 -0.1255
O 0.41431 0.73133 -1.97786 0.3105 -0.2371 -0.0895
```
Positions in Å, forces in eV/Å.

(2)
DFT (ωB97M-V/def2-TZVPD) results for a single C3H7N3O2 molecule.

charge = 0
2S+1 = 1
SMILES = Cc1[nH]o[nH]oc1N

The geometry in XYZ format:
```
15
Properties=species:S:1:pos:R:3:forces:R:3
C -0.14262 0.08003 0.49062 -0.3940 1.3106 -1.7946
C 0.24195 0.33281 -0.76674 1.5214 -3.0017 0.0847
C -1.19710 1.00777 1.08822 1.0932 -3.1942 -0.1656
N 0.28048 -0.99230 1.25557 -2.2401 -0.1160 1.8246
N 0.96067 -1.98218 -0.59881 -1.1032 -1.8638 -1.7128
N 0.03551 1.47646 -1.49041 1.8235 -0.2537 2.3500
O 1.34504 -0.87269 -1.28946 -1.6294 3.1846 0.3641
O 1.25180 -1.77843 0.77465 2.0453 -0.7258 -0.5329
H -1.42333 1.70203 0.35439 -1.1255 1.1606 -1.1234
H -1.96888 0.38249 1.50291 -0.9936 -0.0658 -0.3722
H -0.82172 1.45988 1.92887 1.2380 1.4321 1.9944
H -0.57140 -1.56415 1.43293 0.7674 0.2261 0.1365
H 1.50308 -2.80085 -1.02291 -0.3387 1.6210 1.4460
H -0.30144 1.45682 -2.40452 -0.2664 -0.1887 -1.5423
H 0.80798 2.09232 -1.25530 -0.3980 0.4747 -0.9564
```
Positions in Å, forces in eV/Å.

(3)
DFT (ωB97M-V/def2-TZVPD) results for a single CH3ClN2O2 molecule.

charge = 0
2S+1 = 1
SMILES = CO/[N+]([O-])=N/Cl

The geometry in XYZ format:
```
9
Properties=species:S:1:pos:R:3:forces:R:3
C -1.40959 0.06094 -0.07625 -3.0445 -2.2149 1.4819
N 1.92346 0.75249 0.00310 -0.8465 0.7806 -0.2013
N 0.85917 0.06639 0.07352 0.9201 -1.7589 -0.1135
O -0.27128 0.80838 -0.08575 2.0215 2.3300 0.3946
O 0.70291 -1.13892 0.20837 0.4308 0.2363 -0.0127
Cl 3.33363 -0.18001 -0.03028 -0.2976 -0.2420 0.2104
H -2.23027 0.87448 -0.09276 1.2114 -1.6408 -0.3607
H -1.35658 -0.66601 -0.95254 -0.7741 0.9568 1.1413
H -1.55144 -0.57775 0.95259 0.3789 1.5530 -2.5400
```
Positions in Å, forces in eV/Å.

(4)
DFT (ωB97M-V/def2-TZVPD) results for 5 unconnected molecules or ions with the total composition C10H27NO4.

charge = 0
2S+1 = 1
SMILES = CC#N.CCO.CCO.CCO.CCO

The geometry in XYZ format:
```
42
Properties=species:S:1:pos:R:3:forces:R:3
C 2.44114 -1.54850 -4.12025 0.0539 2.9812 0.5345
C 2.13512 -2.35920 -2.90698 -1.0902 0.5267 -1.2893
O 2.72198 -3.57635 -3.22557 0.3254 -2.1125 1.2895
H 3.50480 -1.31118 -4.10020 0.0552 -0.2373 -0.5929
H 1.94389 -0.58283 -4.02901 -0.0001 0.3689 0.0175
H 2.07255 -1.90805 -5.08097 0.2571 -0.6861 0.1999
H 1.04882 -2.36465 -2.81732 -0.4275 -0.6909 0.1384
H 2.44223 -1.95456 -1.94259 0.7708 -0.1065 -0.3071
H 2.29355 -3.90865 -4.01780 0.0499 -0.0209 0.0075
C 1.45632 0.86936 4.23264 1.0608 1.2360 -1.0524
C 1.85756 2.36063 4.38200 -0.1146 -1.7771 1.3236
O 2.71345 2.40441 5.56164 -0.9124 0.6946 -1.0754
H 0.80051 0.48102 5.01187 -0.0377 0.2924 -0.1527
H 2.37155 0.27920 4.18613 -0.0218 -0.1244 0.1657
H 1.03469 0.83608 3.22805 -0.4823 -0.4759 0.1802
H 0.92154 2.90788 4.49377 0.0788 0.4294 0.3691
H 2.37122 2.76206 3.50844 0.1706 -0.2518 -0.0892
H 2.82442 3.34507 5.71799 0.3295 0.0956 0.4111
C -1.97914 -0.50972 2.88850 1.1550 0.6800 1.4099
C -0.79867 -1.50782 3.01477 -0.6591 0.6524 -0.2685
O -1.03539 -2.36603 1.96019 -0.2493 -1.9068 -1.1972
H -2.77540 -0.85879 3.54594 -0.1850 -0.0435 -0.3408
H -2.35258 -0.30052 1.88606 0.2869 -0.5231 -0.0430
H -1.66697 0.44819 3.30450 -0.0650 0.2374 0.1046
H -0.83469 -2.01046 3.98129 -0.2198 -0.0646 0.2348
H 0.23931 -1.19609 2.89848 -0.1202 1.0749 0.2117
H -0.43162 -3.10977 2.02264 0.0222 -0.1832 -0.1744
C -2.50138 0.06058 -3.41174 -0.3350 0.3898 0.3318
C -3.60167 1.12023 -3.62146 0.7742 0.2359 -1.2457
O -3.19648 2.00395 -4.72500 -0.0405 -0.7871 0.8229
H -2.20654 -0.51813 -4.28711 -0.1991 0.4468 -0.3049
H -2.80263 -0.69692 -2.68818 -0.2432 0.1513 0.2143
H -1.62253 0.56005 -3.00400 0.1400 -0.0562 -0.1433
H -3.71810 1.74409 -2.73527 -0.0218 -0.2064 0.2292
H -4.56584 0.69049 -3.89316 -0.0190 -0.2398 0.1655
H -3.82812 2.72651 -4.74811 -0.0319 0.0640 -0.0544
C 0.11757 1.20766 0.27698 0.0230 -0.0710 -0.3671
C 1.16929 1.06941 -0.75264 0.0262 0.2774 0.3832
N 1.95525 0.98214 -1.58882 -0.2935 -0.0418 0.3547
H -0.78702 0.80528 -0.17898 -0.1275 -0.0212 0.2782
H -0.06531 2.24251 0.56638 0.1623 0.0843 -0.3579
H 0.33339 0.68154 1.20688 0.1546 -0.2908 -0.3217
```
Positions in Å, forces in eV/Å.

(5)
DFT (ωB97M-V/def2-TZVPD) results for 4 unconnected molecules or ions with the total composition CH9NO3.

charge = -1
2S+1 = 2

The geometry in XYZ format:
```
14
Properties=species:S:1:pos:R:3:forces:R:3
C -1.46498 2.37392 -1.18674 -0.2615 -0.9128 0.4082
N -1.86615 2.22418 -2.37564 0.5501 0.2856 -0.0868
H -0.76969 3.14244 -0.86784 -0.1348 0.4230 -0.2868
H -1.76548 1.66999 -0.39880 0.2454 0.0984 -0.0132
H -2.37526 1.34511 -2.43626 -0.3477 0.0805 -0.0387
H -0.43706 -0.75126 1.56358 0.2601 0.1460 -0.4419
H -1.39618 -1.45605 0.52653 0.1863 0.3083 -0.5644
O -1.00304 -1.51069 1.39192 -0.3461 -0.5344 1.0588
H 2.11179 -0.14175 2.60905 -0.2460 0.3549 -0.0033
H 1.83758 -0.86769 1.34909 -0.1931 -0.1776 -0.9190
O 1.59984 -0.03849 1.79313 0.3270 -0.1721 0.7176
H 1.51622 -2.85440 -0.43678 0.2240 0.2469 -0.1769
H 2.61014 -1.88220 -1.01620 0.0468 -0.1994 -0.2638
O 1.97681 -2.00064 -0.29203 -0.3108 0.0527 0.6103
```
Positions in Å, forces in eV/Å.

(6)
DFT (ωB97M-V/def2-TZVPD) results for a molecular structure, C4H10BrLiO2.

charge = 0
2S+1 = 1

The geometry in XYZ format:
```
18
Properties=species:S:1:pos:R:3:forces:R:3
Li 1.79570 4.49150 3.48573 0.1649 -1.0108 -0.3270
Br 2.16315 2.24847 2.74108 -0.1237 1.0884 0.4227
C 2.33200 0.58599 -0.49068 0.6905 0.7688 0.5164
O 1.01524 0.44051 -0.00968 0.1373 0.0334 -0.4306
C 0.24965 -0.03835 -1.07838 -0.9951 -0.4895 -0.3585
C -1.19232 -0.33113 -0.68974 0.6294 0.2197 1.2474
O -1.14926 -1.28909 0.36979 -0.8213 -0.2446 -0.4608
C -2.45949 -1.80956 0.61717 0.9137 0.2894 0.2115
H 2.40279 1.41489 -1.20422 -0.2061 -0.3032 -0.5297
H 2.71652 -0.35290 -0.89115 -0.0325 -0.0219 -0.2835
H 3.02151 0.92240 0.28392 -0.4235 -0.3109 0.4838
H 0.66484 -0.98307 -1.44921 0.1328 -0.0823 -0.0008
H 0.23241 0.64639 -1.93843 0.1372 0.2206 0.0972
H -1.76414 -0.67349 -1.55860 0.1291 -0.2512 -0.0574
H -1.70198 0.55986 -0.29734 0.1119 0.1318 -0.1587
H -2.43035 -2.41178 1.52555 0.1888 -0.0443 -0.0981
H -2.74871 -2.44003 -0.22721 -0.3971 0.1181 0.0151
H -3.14758 -0.98062 0.81139 -0.2364 -0.1115 -0.2891
```
Positions in Å, forces in eV/Å.

It is found that the relative energy (zero: lowest compared OMol25 entry of this formula, charge and spin) values, taken in the order of the records, are 120.9 770.0 308.9 126.5 70.0 24.4 kJ/mol.
It is found that the DFT total energy values, taken in the order of the records, are -7559.872756 -433.029504 -759.893778 -752.819146 -323.905825 -2890.426229 Eh.